Entry 1:
18
Properties=species:S:1:pos:R:3 method="wB97M-V/def2-TZVPD" relative_energy_ev=10.130 mol_weight_g_mol=88.15 e_lumo_ha=-0.0956 orbital_gap_ev=4.6 total_energy_ev=-7312.89921
N 0.925 -1.899 -2.482
C -0.279 -1.529 -1.802
C -1.023 0.952 -0.284
N -0.297 0.535 1.047
C -0.105 1.014 2.398
C 0.952 0.088 0.558
H 0.816 -1.443 -3.430
H -0.966 -2.283 -1.743
H -0.725 -0.512 -2.229
H -0.204 -1.144 -0.669
H -2.060 1.098 -0.137
H -0.518 1.900 -0.489
H 0.743 1.793 2.434
H -1.101 1.595 2.686
H 0.163 0.153 3.032
H 0.690 -0.395 -0.406
H 1.429 -0.783 1.196
H 1.559 0.858 0.318

Entry 2:
18
Properties=species:S:1:pos:R:3 method="wB97M-V/def2-TZVPD" relative_energy_ev=4.775 mol_weight_g_mol=88.15 e_lumo_ha=0.0405 orbital_gap_ev=9.3 total_energy_ev=-7318.25337
C -2.196 0.705 0.349
C -0.841 0.195 -0.143
C -0.926 -1.279 -0.550
N 0.156 0.446 0.905
C 1.330 0.863 0.448
N 2.612 -0.412 -0.291
H -2.976 0.628 -0.398
H -2.459 0.117 1.232
H -2.086 1.746 0.657
H -0.623 0.728 -1.079
H -1.625 -1.400 -1.374
H 0.061 -1.648 -0.808
H -1.300 -1.862 0.298
H 0.889 -0.396 0.728
H 1.519 1.198 -0.548
H 1.970 1.276 1.204
H 3.206 -0.680 -1.073
H 3.291 -0.227 0.442

Entry 3:
18
Properties=species:S:1:pos:R:3 method="wB97M-V/def2-TZVPD" relative_energy_ev=1.347 mol_weight_g_mol=88.15 e_lumo_ha=0.0445 orbital_gap_ev=10.8 total_energy_ev=-7321.68224
H 5.229 0.131 0.720
N 4.832 -0.584 1.315
C 5.257 -0.549 2.501
N 4.931 -1.501 3.460
H 6.194 -0.012 2.680
H 4.527 -1.450 4.381
H 4.672 -2.358 2.998
C -2.858 -0.614 -1.244
C -2.851 0.897 -1.295
C -3.979 1.454 -2.205
H -3.011 -0.930 -2.278
H -1.942 -0.992 -0.788
H -3.666 -0.976 -0.601
H -2.693 1.309 -0.292
H -1.991 1.275 -1.867
H -4.918 1.786 -1.759
H -4.153 0.769 -3.040
H -3.579 2.344 -2.688

Entry 4:
18
Properties=species:S:1:pos:R:3 method="wB97M-V/def2-TZVPD" relative_energy_ev=2.528 mol_weight_g_mol=88.15 e_lumo_ha=0.0339 orbital_gap_ev=9.0 total_energy_ev=-7320.50039
C -1.971 -0.701 3.428
C -1.342 -0.122 2.435
N -1.725 -0.269 1.099
H -2.727 -1.464 3.431
H -1.704 -0.471 4.540
H -0.430 0.554 2.376
H -2.488 -0.868 0.802
H -0.881 -0.245 0.527
C 1.716 1.317 -1.232
N 0.678 0.323 -1.577
C 1.208 -0.754 -2.498
H 1.231 2.005 -0.498
H 2.705 0.928 -0.677
H 2.154 1.949 -2.136
H -0.148 0.826 -2.015
H 0.496 -0.657 -3.302
H 0.971 -1.735 -1.980
H 2.257 -0.615 -2.724

Entry 5:
18
Properties=species:S:1:pos:R:3 method="wB97M-V/def2-TZVPD" spin_multiplicity=2 relative_energy_ev=2.636 mol_weight_g_mol=88.15 e_lumo_ha="-0.1320 / -0.3296" orbital_gap_ev="10.0 / 4.6" total_energy_ev=-7311.80807 total_charge=+1
C 0.662 0.082 -2.095
C 1.733 -0.654 -1.248
C 1.596 -1.482 -0.193
H 1.223 0.603 -2.915
H 0.145 0.791 -1.409
H -0.164 -0.600 -2.392
H 2.772 -0.369 -1.592
H 2.337 -1.793 0.504
H 0.576 -1.667 0.226
N -1.849 -0.274 0.712
C -1.572 0.658 1.782
N -0.479 1.506 1.488
H -1.487 -1.292 0.908
H -1.307 0.162 -0.178
H -1.294 0.048 2.668
H -2.405 1.346 1.953
H -0.721 2.054 0.690
H 0.233 0.882 1.092

Entry 6:
18
Properties=species:S:1:pos:R:3 method="wB97M-V/def2-TZVPD" relative_energy_ev=5.030 mol_weight_g_mol=88.15 e_lumo_ha=-0.3703 orbital_gap_ev=7.9 total_energy_ev=-7300.70404 total_charge=+2
C -0.373 0.215 -0.722
C 0.617 -0.568 -1.341
C 1.400 -0.825 -0.053
C 0.722 -1.301 1.059
N 1.348 -0.682 2.348
N -2.469 1.835 -1.383
H -0.151 1.163 -0.284
H -1.460 -0.069 -0.562
H 1.254 -0.205 -2.125
H 0.242 -1.549 -1.685
H 2.520 -0.776 -0.101
H -0.006 -2.096 1.037
H 2.340 -0.180 2.101
H 1.580 -1.337 3.160
H 0.686 -0.001 2.814
H -3.152 1.528 -2.083
H -2.060 2.677 -1.632
H -3.039 2.171 -0.547